DFT (ωB97M-V/def2-TZVPD) results for C38H30CaF3N2O2P2S2 as an isolated structure.

Geometry as XYZ:
```
80
Properties=species:S:1:pos:R:3
Ca 0.6285 2.1482 0.1272
F 5.0704 5.0477 -2.1044
C 5.1205 4.8071 -0.7872
F 6.4102 5.0285 -0.4141
F 4.3899 5.7430 -0.1787
C 4.7002 3.4039 -0.4297
C 5.6237 2.5722 0.1643
C 5.2702 1.2849 0.5585
C 3.9610 0.9139 0.3685
N 3.0431 1.6896 -0.2164
C 3.3776 2.9274 -0.6761
S 2.1608 3.8062 -1.5240
H 6.6294 2.9316 0.3302
H 5.9814 0.6111 1.0183
H 3.6142 -0.0559 0.7154
O 0.7735 3.1278 2.0462
C -0.2300 2.3888 2.2945
O -0.2122 1.1558 2.0105
C -1.5225 3.0342 2.7016
C -1.8997 3.1680 4.0298
C -3.0999 3.7798 4.3631
C -3.9120 4.2608 3.3400
C -3.5314 4.1316 2.0098
C -2.3244 3.5131 1.6435
S -1.8598 3.3524 -0.0603
H -1.2465 2.7893 4.8108
H -3.3942 3.8817 5.4008
H -4.8515 4.7464 3.5811
H -4.1646 4.5192 1.2167
C -0.7927 -2.4723 -1.6977
N -0.4566 -1.1829 -1.0873
P -1.7231 -0.1455 -0.4674
C -2.8074 -1.4194 0.2912
C -3.8671 -2.0783 -0.3263
C -4.5443 -3.0953 0.3375
C -4.1654 -3.4674 1.6233
C -3.1166 -2.8064 2.2532
C -2.4519 -1.7794 1.5947
C -2.6165 0.2609 -2.0189
C -2.0010 0.2166 -3.2654
C -2.6670 0.6598 -4.4066
C -3.9587 1.1548 -4.3098
C -4.5782 1.2199 -3.0654
C -3.9087 0.7885 -1.9308
P 1.0104 -0.9452 -0.2273
C 2.2366 -1.5856 -1.4361
C 2.2033 -1.0600 -2.7329
C 3.1667 -1.4071 -3.6699
C 4.1976 -2.2735 -3.3208
C 4.2589 -2.7780 -2.0305
C 3.2862 -2.4350 -1.0946
C 0.9980 -2.2284 1.0853
C 0.8984 -3.6050 0.8550
C 0.8027 -4.4933 1.9168
C 0.8192 -4.0185 3.2262
C 0.9296 -2.6564 3.4687
C 1.0125 -1.7635 2.4026
H -1.6015 -2.3375 -2.4141
H -1.1241 -3.1981 -0.9496
H 0.0671 -2.8795 -2.2314
H -4.1647 -1.8027 -1.3334
H -5.3681 -3.6012 -0.1535
H -4.6919 -4.2645 2.1349
H -2.8217 -3.0802 3.2599
H -1.6492 -1.2392 2.0938
H -0.9872 -0.1583 -3.3462
H -2.1690 0.6248 -5.3682
H -4.4759 1.5055 -5.1951
H -5.5768 1.6322 -2.9770
H -4.3825 0.8850 -0.9599
H 1.4201 -0.3581 -3.0023
H 3.1223 -0.9882 -4.6688
H 4.9539 -2.5444 -4.0494
H 5.0682 -3.4398 -1.7449
H 3.3531 -2.8335 -0.0895
H 0.9078 -3.9884 -0.1602
H 0.7140 -5.5563 1.7248
H 0.7466 -4.7140 4.0547
H 0.9414 -2.2828 4.4862
H 1.0472 -0.6929 2.5821
```

Calculated values
multiplicity: 1
E_HOMO: -3.970 eV
relative energy (zero: lowest compared OMol25 entry of this formula, charge and spin): 0.271 eV
charge: -1

Atom charges from the Löwdin analysis, given in e for atoms 1 to 5:
1 Ca 0.963
2 F 0.121
3 C -0.613
4 F 0.094
5 F 0.137


DFT (ωB97M-V/def2-TZVPD) results for one molecule with the formula C27H33NO3.

Geometry as XYZ:
```
64
Properties=species:S:1:pos:R:3
C 5.3608 1.1394 3.3520
H 5.4468 1.6952 2.4121
O 4.0754 0.5957 3.5167
C 3.6319 -0.3150 2.6012
C 2.3544 -0.8302 2.8253
C 1.8104 -1.7499 1.9564
C 2.5241 -2.1957 0.8478
C 3.7942 -1.6832 0.6350
C 4.3513 -0.7508 1.4960
H 5.3430 -0.3773 1.2924
H 4.3705 -2.0200 -0.2155
C 1.8811 -3.1375 -0.1392
N 0.9981 -2.4652 -1.0831
H 0.3064 -1.9289 -0.5664
C 1.6873 -1.5868 -2.0118
C 0.6862 -0.8455 -2.9001
H -0.1597 -1.5122 -3.0690
H 1.1554 -0.6254 -3.8611
C 0.2179 0.4767 -2.2778
C -0.6582 1.3079 -3.1877
C -1.2976 0.8129 -4.3093
C -2.1204 1.6185 -5.0827
C -2.3127 2.9383 -4.7305
C -1.6854 3.4589 -3.6098
C -0.8619 2.6543 -2.8356
O -0.1996 3.0809 -1.7201
C -0.4092 4.3944 -1.2697
H -0.0629 5.1342 -1.9997
H -1.4635 4.5772 -1.0384
H 0.1779 4.4881 -0.3572
H -1.8481 4.4934 -3.3508
H -2.9523 3.5751 -5.3236
H -2.6083 1.2100 -5.9549
H -1.1578 -0.2173 -4.5958
C -0.5265 0.2527 -0.9814
C -1.7854 -0.3307 -0.9838
C -2.4777 -0.5612 0.1924
C -1.9202 -0.1898 1.4117
C -0.6649 0.4202 1.4163
C 0.0193 0.6334 0.2390
H 0.9929 1.0997 0.2699
H -0.2445 0.7186 2.3633
O -2.4953 -0.3459 2.6362
C -3.7248 -1.0430 2.7708
C -3.5140 -2.5531 2.6503
H -3.0700 -2.8068 1.6904
H -4.4646 -3.0708 2.7461
H -2.8452 -2.8916 3.4383
C -4.2745 -0.6738 4.1453
H -4.4124 0.4019 4.2143
H -3.5728 -0.9819 4.9158
H -5.2280 -1.1669 4.3114
H -4.4325 -0.7007 2.0013
H -3.4516 -1.0225 0.1375
H -2.2393 -0.6146 -1.9222
H 1.1072 1.0759 -2.0507
H 2.3254 -2.2264 -2.6327
H 2.3404 -0.8569 -1.5034
H 1.2764 -3.8783 0.3922
H 2.6456 -3.6643 -0.7180
H 0.8162 -2.1321 2.1390
H 1.8100 -0.4899 3.6919
H 6.1341 0.3647 3.3869
H 5.5014 1.8242 4.1871
```

Calculated values
multiplicity: 1
E_HOMO: -8.016 eV
relative energy (zero: lowest compared OMol25 entry of this formula, charge and spin): 0.109 eV

Atom charges from the Löwdin analysis, given in e for atoms 1 to 5:
1 C -0.096
2 H 0.094
3 O -0.088
4 C -0.277
5 C -0.009


DFT (ωB97M-V/def2-TZVPD) results for C35H51AlNP2 as an isolated structure.

Geometry as XYZ:
```
90
Properties=species:S:1:pos:R:3
Al -0.3446 0.2453 -4.9240
C -0.7532 -2.1148 0.5099
C 0.5488 -2.5367 0.1223
C 0.7465 -0.5927 1.3520
C -0.6290 -0.8968 1.2393
C 1.4877 -1.5951 0.6563
C -2.0426 -2.8200 0.2694
H -1.9658 -3.5554 -0.5316
H -2.8681 -2.1296 0.0356
H -2.3355 -3.3463 1.1857
C -1.7241 -0.0123 1.7071
H -2.6412 -0.1749 1.1253
H -1.4392 1.0480 1.6143
H -1.9677 -0.1794 2.7622
C 1.2869 0.6283 2.0190
H 1.3547 0.4954 3.1101
H 0.6253 1.4969 1.8540
H 2.2906 0.8901 1.6542
C 2.9624 -1.6547 0.5367
H 3.3631 -2.2482 1.3667
H 3.4309 -0.6638 0.5934
H 3.2730 -2.1362 -0.3946
C 0.8953 -3.7010 -0.7206
H 1.0838 -4.6187 -0.1338
H 1.8109 -3.5127 -1.2945
H 0.0843 -3.9397 -1.4227
C -1.5139 1.4056 -6.0152
C -1.7760 0.0034 -6.1451
C -1.2022 -0.8906 -7.2241
C 0.3220 -0.6563 -7.4545
C 1.0517 -0.3002 -6.1531
C 1.2980 1.0081 -5.6077
C 0.8787 2.2814 -6.3148
C -0.5771 2.1875 -6.9028
H -1.7783 -0.7748 -8.1581
H 0.4716 0.0376 -8.2914
H -1.3154 -1.9243 -6.8532
H -0.5068 1.7625 -7.9189
H -2.2756 1.9808 -5.5006
H -2.6744 -0.3696 -5.6803
H -0.9828 3.2206 -6.9382
H 0.8736 3.1314 -5.5956
H 2.1780 1.1337 -4.9797
H 1.6055 2.5507 -7.1143
H 0.7123 -1.6225 -7.8354
H 1.6763 -1.1354 -5.8469
P -1.6979 0.4722 -1.3217
C -2.9595 1.5414 -2.1784
C -1.6276 -0.8659 -2.6645
P 1.6754 1.1497 -0.9110
C -0.0323 1.3458 -1.7653
C 2.3686 0.0493 -2.2710
C 2.3817 2.7585 -1.4795
H -3.1850 2.4046 -1.5344
H -3.8864 0.9549 -2.2796
H -2.6589 1.8854 -3.1816
H -0.7017 -0.8593 -3.3159
H -2.5560 -0.8760 -3.2496
H -1.5847 -1.7596 -2.0564
H 1.9182 3.0890 -2.4226
H 3.4565 2.6064 -1.6430
H 2.2532 3.5451 -0.7167
H -0.2703 2.4096 -1.6676
H 0.2639 1.1302 -2.8376
H 3.2791 -0.4536 -1.8641
H 2.6732 0.6614 -3.1289
H 1.6593 -0.7242 -2.6228
C 0.7595 5.8347 -0.8829
C -0.3819 5.0833 -1.1880
C -0.9227 4.2214 -0.2354
C -0.2956 4.0633 1.0282
C 0.8702 4.8213 1.3083
C 1.3766 5.6988 0.3637
N -0.7963 3.1468 1.9380
C -1.4643 3.5591 3.0464
C -1.4808 2.7237 4.2038
C -2.1386 3.1290 5.3595
C -2.8175 4.3467 5.3974
C -2.8428 5.1819 4.2740
C -2.1673 4.8052 3.1095
H 1.1748 6.5094 -1.6333
H -0.8708 5.1839 -2.1549
H -1.8354 3.6540 -0.4133
H 1.3169 4.7052 2.2970
H 2.2628 6.2914 0.6074
H -0.9486 1.7745 4.1463
H -2.1169 2.4903 6.2384
H -3.3428 4.6700 6.3060
H -3.3696 6.1353 4.2768
H -2.1648 5.4368 2.2147
```

Calculated values
multiplicity: 1
E_HOMO (alpha / beta): -7.715 / -7.466 eV
charge: +1

Atom charges from the Löwdin analysis, given in e for atoms 1 to 5:
1 Al 0.454
2 C -0.192
3 C -0.163
4 C -0.207
5 C -0.199


DFT (ωB97M-V/def2-TZVPD) results for C37H43AlN4O3PS2 as an isolated structure.

Geometry as XYZ:
```
91
Properties=species:S:1:pos:R:3
Al 0.1026 -0.2227 0.7273
N -2.9089 -2.2993 3.1694
C -1.7891 -1.7031 2.6624
S -1.9885 -0.1873 1.8615
N -0.6560 -2.2905 2.8857
N 0.4191 -1.6322 2.3658
C 1.5485 -2.0413 2.8189
C 2.8193 -1.4291 2.5354
C 3.9544 -1.8190 3.2520
C 5.1556 -1.1580 3.0946
C 5.2336 -0.0947 2.1973
C 4.1333 0.2915 1.4578
C 2.9061 -0.3706 1.6068
O 1.8622 -0.0307 0.8946
H -3.7857 -1.9851 2.7946
H -2.8273 -3.2764 3.3981
H 1.5291 -2.8584 3.5396
H 3.8767 -2.6425 3.9536
H 6.0228 -1.4508 3.6725
H 6.1678 0.4415 2.0798
H 4.1973 1.1074 0.7488
C -0.1836 -0.1078 -4.5481
C -0.5860 -0.4281 -3.1119
C -1.8048 0.3989 -2.6920
P 0.7070 -0.1998 -1.7753
C 2.2219 -0.9688 -2.5477
C 2.1269 -2.4944 -2.5094
C 3.5060 -0.5029 -1.8628
C 1.0011 1.5756 -1.8791
C 1.6214 2.2063 -2.9550
C 1.6523 3.5846 -3.0906
C 2.3139 4.2652 -4.2630
C 1.0162 4.3304 -2.0979
C 0.4298 3.7356 -1.0019
C 0.4190 2.3293 -0.8304
N -0.1468 1.7300 0.2588
C -0.6401 2.6090 1.2676
C -1.9924 2.9734 1.2630
C -2.8553 2.6481 0.0734
C -2.5121 3.7015 2.3274
C -1.7128 4.1269 3.3767
C -2.2743 4.8976 4.5440
C -0.3506 3.8634 3.3037
C 0.2021 3.1267 2.2634
C 1.6915 2.9426 2.1943
H -1.0616 -0.2322 -5.1878
H 0.5921 -0.7806 -4.9183
H 0.1597 0.9227 -4.6510
H -0.8556 -1.4817 -3.0487
H -1.5843 1.4673 -2.7529
H -2.0811 0.1652 -1.6609
H -2.6615 0.1858 -3.3369
H 2.2338 -0.6342 -3.5884
H 2.0702 -2.8339 -1.4751
H 3.0133 -2.9413 -2.9696
H 1.2388 -2.8620 -3.0239
H 3.5992 -0.9754 -0.8883
H 3.5093 0.5782 -1.7222
H 4.3754 -0.7859 -2.4620
H 2.1086 1.5994 -3.7120
H 2.8412 3.5448 -4.8890
H 3.0346 5.0120 -3.9219
H 1.5756 4.7796 -4.8839
H 0.9917 5.4128 -2.1845
H -0.0426 4.3583 -0.2515
H -2.4556 3.1333 -0.8211
H -3.8777 2.9915 0.2332
H -2.8769 1.5785 -0.1257
H -3.5720 3.9377 2.3383
H -3.3637 4.8647 4.5537
H -1.9660 5.9454 4.5012
H -1.9097 4.4886 5.4876
H 0.3012 4.2391 4.0875
H 2.1692 3.2944 3.1091
H 2.1008 3.5063 1.3516
H 1.9480 1.8995 2.0396
O -5.5453 -7.2475 -0.9092
C -4.5308 -7.1322 -0.0097
O -4.3489 -8.0407 0.7585
C -3.7276 -5.8944 -0.0452
C -2.7119 -5.7467 0.9057
C -1.8504 -4.6712 0.8812
C -1.9471 -3.6978 -0.1261
S -0.7439 -2.4640 -0.3784
C -3.0174 -3.8032 -1.0308
C -3.8780 -4.8793 -0.9985
H -5.5934 -6.4594 -1.4570
H -2.6102 -6.5197 1.6568
H -1.0651 -4.5760 1.6211
H -3.1398 -3.0255 -1.7743
H -4.6678 -4.9119 -1.7439
```

Calculated values
multiplicity: 1
E_HOMO: -4.574 eV
relative energy (zero: lowest compared OMol25 entry of this formula, charge and spin): 0.000 eV
charge: -1

Atom charges from the Löwdin analysis, given in e for atoms 1 to 5:
1 Al -0.187
2 N 0.076
3 C -0.859
4 S 0.798
5 N -0.013


DFT (ωB97M-V/def2-TZVPD) results for C16H12BN8O7Ta as an isolated structure.

Geometry as XYZ:
```
45
Properties=species:S:1:pos:R:3
Ta 0.0912 0.5114 -0.1694
C 3.8754 -1.4627 -1.0102
C 2.5959 -1.5362 -0.5114
N 1.9925 -0.3255 -0.6335
N 2.8969 0.5200 -1.2234
C 4.0253 -0.1484 -1.4492
B 2.4641 1.9634 -1.5222
N 2.0480 2.6294 -0.1615
C 2.5004 3.7442 0.3971
C 1.8345 3.9763 1.6042
C 0.9459 2.9422 1.7309
N 1.0677 2.1087 0.6609
N 1.1971 1.8919 -2.4487
C 1.0015 2.4389 -3.6417
C -0.2810 2.1298 -4.1029
C -0.8495 1.3767 -3.1100
N 0.0430 1.2193 -2.0946
H 4.6062 -2.2515 -1.0566
H 2.0599 -2.3749 -0.0903
H 4.8696 0.3404 -1.9107
H 3.3149 2.6045 -2.0444
H 3.2719 4.3212 -0.0903
H 1.9848 4.7985 2.2828
H 0.2251 2.7379 2.5070
H 1.7820 3.0234 -4.1053
H -0.7266 2.4286 -5.0363
H -1.8338 0.9400 -3.0476
O -3.7100 1.2242 1.1747
C -2.7984 0.5115 0.9663
O -1.6490 1.0130 0.3025
C -2.6690 -0.9247 1.3179
C -3.7873 -1.5382 1.8804
C -3.7253 -2.8646 2.2353
C -2.5840 -3.6247 2.0704
C -1.4903 -3.0155 1.5009
C -1.5106 -1.6806 1.1237
O -0.3684 -1.1412 0.5820
N -0.2449 -3.7789 1.3130
O 0.2754 -3.7087 0.2115
O 0.1670 -4.3932 2.2619
N -4.9257 -3.5067 2.8310
O -5.9005 -2.8060 2.9651
O -4.8212 -4.6762 3.1159
H -4.6979 -0.9763 2.0405
H -2.5624 -4.6608 2.3843
```

Calculated values
multiplicity: 1
E_HOMO: -16.065 eV
relative energy (zero: lowest compared OMol25 entry of this formula, charge and spin): 0.096 eV
charge: +2

Atom charges from the Löwdin analysis, given in e for atoms 1 to 5:
1 Ta 2.017
2 C 0.023
3 C -0.044
4 N -0.128
5 N -0.022


DFT (ωB97M-V/def2-TZVPD) results for a 4-piece molecular cluster, C19H27F9O16PS overall.

Geometry as XYZ:
```
73
Properties=species:S:1:pos:R:3
C 0.4590 1.1651 -2.6829
O -0.6889 1.6497 -3.3730
C -0.7162 3.0582 -3.4497
C -1.2887 3.7396 -2.1883
C -0.6171 5.1255 -1.9509
P 1.1449 5.0729 -1.4712
O 1.4819 6.3579 -0.8684
O 1.4893 3.9299 -0.3806
O 2.0707 4.9386 -2.8157
O -1.3196 3.0116 -0.9591
S -2.5521 3.5095 -0.0135
O -3.2082 2.2998 0.3597
O -2.1819 4.2503 1.1383
O -3.3033 4.3703 -1.1097
C -2.7807 4.0140 -2.4314
C -3.6273 2.7741 -2.8120
C -3.1275 5.0941 -3.5078
O -3.6308 4.7006 -4.5857
O -2.9111 6.2885 -3.2451
H 0.0972 0.6034 -1.8217
H 0.9867 0.4599 -3.3353
H 1.1208 1.9889 -2.4021
H -1.3561 3.3127 -4.3004
H 0.2715 3.4797 -3.6786
H -1.1443 5.6592 -1.1620
H -0.6654 5.6645 -2.9009
H 1.5191 3.0339 -0.7438
H 2.4788 4.0647 -2.8696
H -3.2296 2.2703 -3.6917
H -4.6524 3.0797 -3.0071
H -3.6702 2.0474 -1.9941
C -0.3289 -3.5623 2.9472
C -0.5835 -2.9038 1.6082
O 0.1100 -1.6459 1.5158
C 1.3880 -1.7021 1.1811
O 2.0146 -2.6935 0.9512
C 1.9537 -0.2803 1.0816
F 1.5742 0.4854 2.1066
F 1.5306 0.3273 -0.0396
F 3.2873 -0.2711 1.0607
H -0.5886 -2.8842 3.7612
H -0.9200 -4.4730 3.0422
H 0.7242 -3.8190 3.0644
H -1.6407 -2.6754 1.5022
H -0.3070 -3.5540 0.7825
C -7.4818 -4.2193 -0.2009
C -6.3533 -3.9127 0.7598
O -5.1518 -4.6131 0.3861
C -4.4262 -4.0440 -0.5706
O -4.6858 -3.0259 -1.1326
C -3.1587 -4.8693 -0.8267
F -3.4161 -6.1821 -0.8924
F -2.2623 -4.6896 0.1605
F -2.5691 -4.5287 -1.9665
H -7.6383 -5.2964 -0.2748
H -8.4059 -3.7497 0.1345
H -7.2534 -3.8560 -1.2027
H -6.6077 -4.2625 1.7586
H -6.1640 -2.8420 0.8285
C 6.2971 0.1632 2.5055
C 7.7062 -0.3400 2.7318
O 7.7433 -1.3268 3.7810
C 7.4178 -2.5634 3.4294
O 7.1024 -2.9216 2.3356
C 7.5502 -3.4996 4.6383
F 7.0180 -2.9644 5.7437
F 8.8408 -3.7582 4.8995
F 6.9425 -4.6632 4.4248
H 5.8712 0.5368 3.4375
H 6.2906 0.9653 1.7683
H 5.6460 -0.6354 2.1519
H 8.3444 0.4769 3.0637
H 8.1419 -0.7407 1.8171
```

Calculated values
multiplicity: 1
E_HOMO: -5.171 eV
charge: -1

Atom charges from the Löwdin analysis, given in e for atoms 1 to 5:
1 C -0.080
2 O -0.144
3 C -0.124
4 C -0.403
5 C -0.104